Record 1
This record from OMol25 describes 6 unconnected molecules or ions with the total composition C30H20BF4O20 at a distorted geometry. The level of theory is the ωB97M-V functional and the def2-TZVPD basis.

Element x y z (Å)
B (6.598, 22.401, 38.367)
F (6.710, 21.854, 39.657)
F (7.881, 22.461, 37.865)
F (5.798, 21.552, 37.524)
F (6.003, 23.692, 38.440)
C (10.120, 23.612, 33.507)
C (11.261, 24.413, 33.039)
C (11.955, 25.320, 33.951)
O (12.885, 26.003, 33.630)
C (11.637, 25.143, 35.363)
C (10.409, 24.369, 35.929)
C (9.636, 23.623, 34.862)
O (8.704, 22.971, 35.224)
O (10.163, 24.005, 37.303)
O (11.595, 24.530, 31.735)
H (9.438, 23.085, 32.781)
H (12.323, 25.536, 36.093)
H (9.456, 23.259, 37.250)
H (12.483, 25.074, 31.694)
C (3.907, 20.302, 31.784)
C (5.209, 20.811, 31.320)
C (6.063, 21.331, 32.387)
O (7.233, 21.906, 32.014)
C (5.827, 21.278, 33.811)
C (4.409, 20.814, 34.237)
C (3.475, 20.324, 33.184)
O (2.370, 19.933, 33.511)
O (4.099, 20.769, 35.612)
O (5.773, 20.769, 30.136)
H (3.296, 19.851, 30.891)
H (6.633, 21.601, 34.675)
H (4.932, 20.921, 36.182)
H (6.587, 21.007, 30.233)
C (6.215, 26.040, 32.946)
C (5.056, 25.133, 32.666)
C (4.385, 24.501, 33.731)
O (3.366, 23.832, 33.605)
C (4.974, 24.669, 35.079)
C (6.088, 25.566, 35.321)
C (6.571, 26.391, 34.260)
O (7.232, 27.360, 34.542)
O (6.733, 25.482, 36.510)
O (4.597, 24.957, 31.353)
H (6.496, 26.457, 32.035)
H (4.268, 23.966, 35.811)
H (6.405, 24.777, 37.023)
H (3.877, 24.523, 31.383)
C (9.482, 17.781, 35.875)
C (9.240, 19.221, 36.307)
C (10.300, 19.947, 36.922)
O (10.188, 21.188, 37.168)
C (11.635, 19.299, 37.127)
C (11.754, 17.758, 36.916)
C (10.668, 17.043, 36.270)
O (10.739, 15.812, 35.979)
O (12.897, 17.098, 37.245)
O (8.022, 19.940, 36.005)
H (8.624, 17.259, 35.416)
H (12.510, 19.685, 37.551)
H (13.388, 17.846, 37.553)
H (7.940, 20.883, 36.448)
C (3.814, 17.002, 39.874)
C (5.207, 16.532, 39.214)
C (6.349, 17.420, 39.082)
O (7.462, 17.043, 38.587)
C (6.173, 18.799, 39.577)
C (4.717, 19.267, 40.105)
C (3.765, 18.282, 40.392)
O (2.931, 18.569, 41.211)
O (4.488, 20.623, 40.296)
O (5.470, 15.277, 38.755)
H (2.975, 16.240, 40.090)
H (7.164, 19.492, 39.375)
H (5.155, 20.913, 39.896)
H (6.092, 15.342, 37.922)

Values from the calculation:
net charge: -1
DFT total energy: -83921.9705 eV
strongest force on any atom: 0.2498 hartree/bohr
HOMO level: -6.72 eV
energy relative to the best compared isomer or geometry (same formula, charge and spin): 214.8 kJ/mol

Record 2
This record from OMol25 describes a molecular structure, C30H20Cl5N5O6Sr. The level of theory is the ωB97M-V functional and the def2-TZVPD basis.

Element x y z (Å)
Sr (0.401, -0.053, 0.348)
O (1.588, 1.146, -4.185)
C (1.039, 0.695, -3.055)
O (0.910, 1.384, -2.068)
C (0.603, -0.731, -3.131)
C (0.762, -1.520, -4.252)
C (0.358, -2.850, -4.162)
C (-0.183, -3.318, -2.981)
C (-0.301, -2.445, -1.900)
N (0.088, -1.179, -1.987)
C (-0.892, -2.912, -0.558)
O (-1.637, -3.894, -0.627)
O (-0.562, -2.206, 0.437)
H (1.871, 2.059, -4.020)
H (1.199, -1.116, -5.153)
H (0.476, -3.510, -5.013)
H (-0.517, -4.338, -2.858)
C (-2.740, 3.245, -1.148)
C (-2.450, 4.448, -0.525)
C (-1.468, 4.490, 0.449)
C (-0.797, 3.315, 0.777)
N (-1.067, 2.166, 0.160)
C (-2.014, 2.129, -0.772)
C (0.259, 3.260, 1.835)
C (0.433, 4.293, 2.747)
C (1.434, 4.189, 3.701)
C (2.234, 3.062, 3.719)
C (1.986, 2.071, 2.783)
N (1.022, 2.159, 1.869)
H (-3.506, 3.171, -1.908)
H (-2.985, 5.349, -0.797)
H (-1.225, 5.426, 0.932)
H (-2.204, 1.162, -1.232)
H (-0.212, 5.159, 2.727)
H (1.581, 4.982, 4.423)
H (3.028, 2.937, 4.441)
H (2.578, 1.162, 2.760)
Cl (3.811, -0.737, -1.814)
C (3.757, -1.627, -0.273)
C (2.794, -1.272, 0.643)
C (2.817, -2.007, 1.805)
Cl (1.601, -1.621, 3.057)
C (3.714, -3.032, 2.085)
Cl (3.676, -3.899, 3.575)
C (4.664, -3.348, 1.114)
Cl (5.800, -4.614, 1.398)
C (4.696, -2.638, -0.089)
Cl (5.864, -3.038, -1.290)
O (-4.196, -2.588, -1.078)
C (-4.370, -3.371, 0.096)
N (-5.550, -2.948, 0.786)
C (-5.575, -2.161, 1.899)
O (-6.588, -1.986, 2.551)
C (-4.281, -1.514, 2.303)
C (-3.850, -1.616, 3.618)
C (-2.664, -1.001, 3.976)
C (-1.980, -0.281, 3.010)
N (-2.398, -0.145, 1.753)
C (-3.526, -0.767, 1.411)
H (-3.463, -2.990, -1.561)
H (-3.511, -3.262, 0.755)
H (-4.456, -4.425, -0.169)
H (-6.449, -3.313, 0.514)
H (-4.439, -2.175, 4.334)
H (-2.269, -1.075, 4.980)
H (-1.052, 0.223, 3.276)
H (-3.838, -0.680, 0.376)

Values from the calculation:
DFT total energy: -114622.9696 eV
strongest force on any atom: 0.0162 hartree/bohr
HOMO level: -8.35 eV
energy relative to the best compared isomer or geometry (same formula, charge and spin): 29.7 kJ/mol

Record 3
This record from OMol25 describes a molecular structure, C30H20CoF2NOP. The level of theory is the ωB97M-V functional and the def2-TZVPD basis.

Element x y z (Å)
Co (-0.256, -0.167, -1.590)
O (1.477, -0.205, -3.232)
C (1.383, 0.404, -2.197)
C (2.125, 1.575, -1.715)
C (3.164, 2.235, -2.366)
C (3.660, 3.393, -1.796)
C (3.127, 3.889, -0.606)
C (2.102, 3.225, 0.051)
C (1.615, 2.052, -0.509)
P (0.393, 0.906, 0.185)
C (1.304, -0.110, 1.365)
C (2.689, -0.062, 1.470)
C (3.345, -0.941, 2.323)
C (2.621, -1.856, 3.070)
C (1.234, -1.894, 2.978)
C (0.576, -1.026, 2.126)
C (-0.810, 1.833, 1.158)
C (-1.960, 2.314, 0.535)
C (-2.871, 3.076, 1.246)
C (-2.637, 3.359, 2.585)
C (-1.495, 2.881, 3.212)
C (-0.580, 2.118, 2.504)
H (3.547, 1.854, -3.303)
H (4.458, 3.934, -2.285)
H (3.524, 4.805, -0.189)
H (1.699, 3.605, 0.981)
H (3.262, 0.649, 0.888)
H (4.423, -0.906, 2.401)
H (3.137, -2.542, 3.729)
H (0.669, -2.607, 3.563)
H (-0.504, -1.068, 2.039)
H (-2.146, 2.086, -0.508)
H (-3.765, 3.445, 0.762)
H (-3.350, 3.950, 3.143)
H (-1.318, 3.099, 4.257)
H (0.305, 1.735, 2.997)
F (2.430, -4.371, 0.059)
C (1.278, -3.839, -0.363)
C (1.238, -2.487, -0.658)
C (0.044, -1.940, -1.084)
C (-1.108, -2.737, -1.232)
C (-0.999, -4.088, -0.910)
F (-2.072, -4.889, -1.019)
C (0.175, -4.661, -0.473)
C (-2.323, -2.059, -1.707)
C (-3.556, -2.639, -1.988)
C (-4.590, -1.836, -2.436)
C (-4.390, -0.473, -2.600)
C (-3.142, 0.036, -2.309)
N (-2.140, -0.732, -1.877)
H (2.141, -1.903, -0.544)
H (0.228, -5.712, -0.231)
H (-3.701, -3.698, -1.859)
H (-5.553, -2.276, -2.659)
H (-5.176, 0.178, -2.951)
H (-2.927, 1.091, -2.431)

Values from the calculation:
net charge: +1
DFT total energy: -87316.6353 eV
strongest force on any atom: 0.0119 hartree/bohr
HOMO level (alpha / beta): -11.45 / -11.45 eV
energy relative to the best compared isomer or geometry (same formula, charge and spin): 0.0 kJ/mol

Record 4
This record from OMol25 describes a molecular structure, C30H21ClCoN3O4S4. The level of theory is the ωB97M-V functional and the def2-TZVPD basis.

Element x y z (Å)
Co (0.134, 0.135, -1.626)
S (1.523, -1.658, -1.779)
C (0.697, -2.697, -2.911)
C (1.408, -3.700, -3.590)
C (0.787, -4.554, -4.482)
C (-0.579, -4.453, -4.735)
C (-1.310, -3.495, -4.060)
C (-0.683, -2.636, -3.159)
S (-1.685, -1.438, -2.324)
C (-1.695, -2.088, -0.619)
C (-1.617, -1.007, 0.418)
C (-2.233, -1.310, 1.719)
C (-2.407, -0.364, 2.622)
C (-1.875, 1.007, 2.432)
C (-0.950, 1.105, 1.175)
C (1.615, 1.313, 1.829)
S (2.516, 0.070, 0.836)
C (2.977, -1.083, 2.118)
C (4.204, -0.795, 2.731)
C (4.720, -1.581, 3.742)
C (3.986, -2.706, 4.129)
C (2.785, -3.000, 3.520)
C (2.205, -2.202, 2.499)
S (0.663, -2.684, 1.832)
N (-1.078, 0.108, 0.122)
H (2.472, -3.779, -3.404)
H (1.374, -5.307, -4.993)
H (-1.064, -5.117, -5.439)
H (-2.375, -3.394, -4.230)
H (-0.837, -2.757, -0.493)
H (-2.615, -2.653, -0.467)
H (-2.574, -2.323, 1.887)
H (-2.913, -0.582, 3.558)
H (-2.663, 1.762, 2.499)
H (2.174, 1.495, 2.747)
H (1.596, 2.240, 1.250)
H (4.760, 0.068, 2.382)
H (5.670, -1.339, 4.200)
H (4.363, -3.357, 4.911)
H (2.225, -3.877, 3.820)
O (-2.030, 4.176, -5.024)
C (-2.440, 4.393, -3.795)
O (-3.295, 5.202, -3.519)
C (-1.781, 3.578, -2.726)
C (-2.014, 3.667, -1.365)
Cl (-3.159, 4.613, -0.544)
N (-1.225, 2.760, -0.734)
N (-0.500, 2.086, -1.645)
C (-0.824, 2.549, -2.832)
C (-0.188, 1.815, -3.996)
O (-0.291, 2.329, -5.123)
O (0.380, 0.746, -3.669)
C (-0.978, 2.539, 0.666)
C (-0.802, 3.630, 1.415)
C (-0.558, 3.731, 2.854)
C (-0.465, 2.717, 3.716)
C (-0.640, 1.284, 3.343)
C (0.222, 0.800, 2.132)
H (-1.346, 3.420, -5.094)
H (-0.805, 4.575, 0.891)
H (-0.409, 4.739, 3.225)
H (-0.232, 2.945, 4.750)
H (-0.569, 0.633, 4.213)
H (0.249, -0.296, 2.197)

Values from the calculation:
net charge: -1
DFT total energy: -137604.7281 eV
strongest force on any atom: 0.0141 hartree/bohr
HOMO level (alpha / beta): -4.04 / -4.05 eV
multiplicity: 4

Record 5
This record from OMol25 describes a molecular structure, C30H21F11KN2PS2. The level of theory is the ωB97M-V functional and the def2-TZVPD basis.

Element x y z (Å)
K (0.177, 0.088, 0.154)
C (3.414, -2.215, -0.080)
C (3.755, -0.763, -0.131)
N (2.865, 0.182, 0.005)
C (3.454, 1.420, -0.115)
C (4.797, 1.409, -0.337)
S (5.347, -0.203, -0.401)
C (2.639, 2.654, -0.019)
C (3.118, 3.915, -0.217)
S (1.873, 5.053, 0.019)
C (0.781, 3.790, 0.341)
N (1.298, 2.593, 0.299)
C (-0.659, 4.037, 0.661)
H (2.359, -2.329, 0.186)
H (4.039, -2.736, 0.644)
H (3.571, -2.673, -1.057)
H (5.451, 2.254, -0.454)
H (4.116, 4.210, -0.485)
H (-0.904, 5.097, 0.646)
H (-0.879, 3.655, 1.658)
H (-1.309, 3.526, -0.054)
F (-9.246, -3.108, -1.597)
C (-8.412, -2.584, -2.516)
F (-9.116, -1.647, -3.186)
F (-8.115, -3.557, -3.391)
C (-7.188, -1.987, -1.875)
C (-5.923, -2.299, -2.337)
C (-4.815, -1.693, -1.752)
C (-4.977, -0.773, -0.721)
C (-6.262, -0.484, -0.256)
C (-7.363, -1.087, -0.827)
P (-3.452, 0.025, -0.147)
C (-3.534, -0.083, 1.669)
C (-4.168, -1.142, 2.314)
C (-4.081, -1.286, 3.687)
C (-3.348, -0.376, 4.436)
C (-2.690, 0.669, 3.809)
C (-2.783, 0.808, 2.434)
C (-3.286, -0.550, 5.926)
F (-4.509, -0.454, 6.491)
F (-2.800, -1.760, 6.264)
F (-2.506, 0.373, 6.518)
C (-3.850, 1.804, -0.437)
C (-4.635, 2.590, 0.412)
C (-4.847, 3.929, 0.143)
C (-4.282, 4.502, -0.992)
C (-3.516, 3.738, -1.856)
C (-3.301, 2.395, -1.572)
C (-4.488, 5.971, -1.235)
F (-5.761, 6.343, -1.005)
F (-3.713, 6.716, -0.414)
F (-4.183, 6.330, -2.493)
H (-5.790, -3.005, -3.144)
H (-3.818, -1.934, -2.099)
H (-6.399, 0.227, 0.549)
H (-8.358, -0.857, -0.472)
H (-4.746, -1.861, 1.747)
H (-4.590, -2.106, 4.175)
H (-2.114, 1.378, 4.388)
H (-2.275, 1.640, 1.963)
H (-5.081, 2.149, 1.292)
H (-5.453, 4.532, 0.807)
H (-3.089, 4.184, -2.743)
H (-2.685, 1.804, -2.238)
F (-0.949, -1.714, 1.172)
C (-0.112, -2.552, 0.248)
F (-0.395, -1.853, -1.061)
H (-0.838, -3.372, 0.117)

Values from the calculation:
DFT total energy: -111609.2778 eV
strongest force on any atom: 0.0186 hartree/bohr
HOMO level: -6.91 eV
energy relative to the best compared isomer or geometry (same formula, charge and spin): 18.6 kJ/mol

Record 6
This record from OMol25 describes a molecular structure, C30H21F15GeN5P2SSc. The level of theory is the ωB97M-V functional and the def2-TZVPD basis.

Element x y z (Å)
Sc (-0.143, 1.373, 0.168)
C (3.361, -0.076, 0.318)
P (2.594, 1.498, -0.185)
C (3.357, 1.804, -1.805)
C (3.340, 2.713, 0.974)
C (2.718, 2.582, 2.371)
P (0.892, 2.796, 2.348)
C (0.688, 4.595, 2.125)
C (0.393, 2.549, 4.078)
H (4.438, -0.024, 0.150)
H (2.949, -0.889, -0.278)
H (3.177, -0.284, 1.371)
H (4.443, 1.733, -1.724)
H (3.106, 2.787, -2.202)
H (3.002, 1.047, -2.505)
H (3.178, 3.717, 0.572)
H (4.421, 2.566, 1.019)
H (3.149, 3.314, 3.057)
H (2.925, 1.596, 2.796)
H (1.200, 5.132, 2.925)
H (-0.370, 4.857, 2.153)
H (1.097, 4.924, 1.169)
H (0.966, 3.209, 4.731)
H (0.558, 1.518, 4.382)
H (-0.666, 2.783, 4.191)
N (-4.449, 2.002, 0.705)
C (-3.410, 1.244, 1.034)
N (-2.306, 1.814, 0.568)
C (-2.770, 2.942, -0.060)
N (-4.065, 3.084, 0.006)
C (-1.851, 3.829, -0.768)
C (-2.247, 5.024, -1.357)
N (-1.384, 5.789, -2.010)
C (-0.128, 5.369, -2.087)
C (0.282, 4.179, -1.502)
N (-0.578, 3.406, -0.835)
H (-5.428, 1.849, 0.902)
H (-3.482, 0.317, 1.578)
H (-3.277, 5.353, -1.295)
H (0.574, 5.990, -2.629)
H (1.306, 3.841, -1.574)
F (-2.072, -4.309, 0.699)
C (-1.460, -3.429, 1.483)
C (-0.739, -2.375, 0.929)
C (-0.169, -1.530, 1.853)
F (0.574, -0.426, 1.420)
C (-0.244, -1.677, 3.220)
F (0.367, -0.816, 4.033)
C (-0.963, -2.747, 3.731)
F (-1.054, -2.919, 5.033)
C (-1.578, -3.627, 2.853)
F (-2.270, -4.646, 3.322)
Ge (-0.476, -2.225, -1.033)
S (-0.360, -0.110, -1.649)
C (1.158, -3.187, -1.481)
C (1.231, -4.518, -1.100)
F (0.191, -5.046, -0.436)
C (2.313, -5.328, -1.380)
F (2.334, -6.592, -0.993)
C (3.387, -4.788, -2.076)
F (4.438, -5.531, -2.350)
C (3.352, -3.460, -2.475)
F (4.377, -2.938, -3.135)
C (2.246, -2.685, -2.178)
F (2.267, -1.408, -2.593)
C (-2.075, -2.906, -1.896)
C (-3.306, -2.421, -1.493)
F (-3.358, -1.508, -0.489)
C (-4.496, -2.827, -2.055)
F (-5.653, -2.329, -1.630)
C (-4.465, -3.767, -3.077)
F (-5.589, -4.168, -3.634)
C (-3.250, -4.275, -3.514)
F (-3.218, -5.161, -4.494)
C (-2.077, -3.836, -2.921)
F (-0.922, -4.334, -3.368)

Values from the calculation:
net charge: +2
DFT total energy: -186281.0296 eV
strongest force on any atom: 0.0090 hartree/bohr
HOMO level: -13.96 eV
energy relative to the best compared isomer or geometry (same formula, charge and spin): 12.7 kJ/mol

Among the records above, which one has the highest DFT total energy?
C30H20BF4O20

Among the records above, which one has the highest strongest force on any atom?
C30H20BF4O20